# 1
The following is a quantum chemistry calculation of a structure of composition C23H32IrN in a non-equilibrium geometry, from the Open Molecules 2025 dataset.

Structure (XYZ):
```
57
Properties=species:S:1:pos:R:3:mulliken_spin:R:1
C -0.1348 0.0198 2.5253 0.217
C -1.2698 0.4902 1.7905 0.205
C -0.8622 1.5396 0.9500 0.267
C 0.5558 1.7701 1.1555 0.053
C 0.9855 0.8918 2.2523 0.394
Ir 1.0843 -0.1614 0.5027 1.212
C 1.6858 0.0231 -2.7317 0.662
C 1.8027 -0.7893 -1.5102 0.407
H 1.5655 -1.8899 -1.5441 0.033
C 2.7724 -0.2601 -0.5334 0.110
H 3.1568 0.6682 -0.9451 -0.028
H 3.4923 -1.0234 -0.2417 0.045
C 1.2290 -0.7197 -3.9495 0.021
H 0.7918 -1.7547 -3.8682 0.015
H 0.5156 -0.2118 -4.6458 0.008
H 2.2134 -0.7841 -4.4397 0.036
C 1.1806 1.4643 -2.5522 0.038
H 0.7227 1.8004 -1.5793 0.009
H 2.1496 1.9864 -2.7052 0.037
H 0.4427 1.8492 -3.3004 0.012
C -2.6381 -0.0655 1.9398 0.062
H -2.6137 -1.1633 1.9845 -0.002
H -3.1127 0.2861 2.8687 0.017
H -3.2890 0.2191 1.1083 -0.008
C -1.7310 2.3223 0.0362 -0.019
H -2.4682 1.6733 -0.4626 0.019
H -2.2903 3.0910 0.5842 0.029
H -1.1485 2.8274 -0.7459 0.002
C 1.3538 2.9524 0.7222 -0.072
H 0.8443 3.4962 -0.0759 0.005
H 1.5217 3.6369 1.5615 -0.002
H 2.3288 2.6135 0.3588 0.013
C 2.2212 1.0379 3.0683 -0.011
H 2.9845 1.5723 2.5000 0.001
H 2.0373 1.5811 4.0025 0.013
H 2.6124 0.0482 3.3245 0.008
C -0.1535 -1.0206 3.5910 -0.003
H 0.8257 -1.5050 3.6876 0.004
H -0.4085 -0.5783 4.5655 0.014
H -0.9021 -1.7918 3.3717 0.005
C -2.4089 -1.3008 -1.1817 0.901
C -1.4220 -0.5217 -1.9762 0.044
C -3.7410 -1.2794 -1.1636 -0.060
C -2.0721 0.3282 -3.0313 0.082
H -0.3869 -0.3887 -2.0519 -0.039
C -4.2744 -0.3876 -2.1372 0.054
H -3.9985 -2.0151 -0.3476 0.029
C -3.4608 0.3523 -3.0090 -0.036
H -1.5001 0.9116 -3.7823 0.009
H -5.3121 -0.3778 -2.1169 0.009
H -4.0278 1.0578 -3.7993 0.002
C 2.2431 -4.1508 2.2371 -0.003
C 1.8348 -2.9975 1.4932 0.120
N 1.4170 -2.0202 0.9581 0.047
H 1.7008 -4.2006 3.1963 0.003
H 3.3240 -4.0949 2.4393 0.003
H 2.0307 -5.0564 1.6527 0.007
```

Values from the calculation:
Electronic energy ... -1054.0505 Eh
Maximum force ... 7.9 eV Å⁻¹
Total charge ... +1
Orbital gap (spin up / spin down) ... 6.094 / 5.971 eV
2S+1 ... 6
Highest occupied orbital energy (spin up / spin down) ... -8.46 / -11.41 eV


# 2
The following is a quantum chemistry calculation of a cluster of 6 separate species, C6H14Cl8N2O4 in total, from the Open Molecules 2025 dataset.

Structure (XYZ):
```
34
Properties=species:S:1:pos:R:3:mulliken_charge:R:1
C -2.0202 1.9998 -1.9423 -0.532
N -3.2410 2.6160 -1.3691 0.983
O -3.0760 3.4107 -0.4601 -0.562
O -4.3086 2.3351 -1.8492 -0.557
H -1.7768 2.6821 -2.7579 0.341
H -2.1879 0.9951 -2.3095 0.317
H -1.2396 2.0587 -1.1968 -0.007
C -2.5358 -1.7106 2.0776 -0.693
N -2.5334 -1.7915 0.5857 0.830
O -2.5394 -0.7491 -0.0325 -0.396
O -2.6034 -2.9009 0.0961 -0.539
H -2.9806 -0.7813 2.4055 0.272
H -1.4991 -1.8259 2.3900 0.226
H -3.0644 -2.5953 2.4178 0.320
C 1.3385 -0.8865 0.4963 -0.200
Cl 0.3649 0.5733 0.2635 0.006
Cl 2.7436 -0.5641 1.5281 -0.158
H 0.7345 -1.6489 0.9711 0.202
H 1.7398 -1.2035 -0.4571 0.164
C 6.0207 -1.7036 1.9485 -0.148
Cl 6.9121 -1.4064 3.4372 -0.155
Cl 4.8443 -3.0019 2.0900 -0.139
H 5.5193 -0.7818 1.6684 0.154
H 6.7047 -1.9335 1.1379 0.282
C 0.6355 -1.2599 -4.8691 -0.350
Cl -1.0455 -0.8692 -5.2675 -0.144
Cl 0.9846 -1.0266 -3.1472 -0.081
H 0.8160 -2.3098 -5.0589 0.270
H 1.2409 -0.6045 -5.4807 0.291
C -0.7237 2.9960 2.4028 0.191
Cl -1.8562 4.1029 3.1932 -0.164
Cl -0.3271 1.5935 3.4017 -0.150
H -1.2275 2.6545 1.5058 -0.185
H 0.1870 3.5372 2.1806 0.311
```

Values from the calculation:
Electronic energy ... -4328.8063 Eh
Maximum force ... 0.9 eV Å⁻¹
Energy above the lowest of the compared OMol25 structures with the same formula, charge and spin ... 0.366 eV
Total charge ... 0
Orbital gap ... 10.883 eV
2S+1 ... 1
Highest occupied orbital energy ... -10.81 eV


# 3
The following is a quantum chemistry calculation of a structure of composition C22H35F4N8Pb, from the Open Molecules 2025 dataset.

Structure (XYZ):
```
70
Properties=species:S:1:pos:R:3:mulliken_charge:R:1
Pb -0.4064 1.2593 -0.3187 1.374
C -3.7258 0.5899 0.2260 -1.021
N -2.9323 1.5715 -0.5144 0.494
C -3.3222 1.5790 -1.9248 -1.167
C -3.0346 2.9256 0.0527 -1.377
C -2.5003 3.0170 1.4661 -0.742
N -1.1509 2.4796 1.5196 -0.264
C -0.4630 2.5283 2.7002 0.160
C 0.8371 2.0016 2.7512 -0.001
F 1.3411 1.4539 1.6002 -0.019
C 1.6295 1.9684 3.8742 -0.120
F 2.8475 1.4238 3.7801 -0.316
C 1.1799 2.4820 5.0739 -0.500
C -0.0938 3.0126 5.0712 0.049
F -0.5927 3.5253 6.1978 -0.310
C -0.8967 3.0360 3.9446 0.709
F -2.1231 3.5743 4.0878 -0.333
H -4.7930 0.8427 0.1975 0.301
H -3.4072 0.5504 1.2650 0.240
H -3.5858 -0.3953 -0.2169 0.325
H -4.3662 1.8889 -2.0497 0.363
H -3.2068 0.5801 -2.3450 0.326
H -2.6903 2.2723 -2.4822 0.377
H -4.0760 3.2716 0.0192 0.411
H -2.4544 3.5888 -0.5971 0.379
H -3.1848 2.5111 2.1559 0.442
H -2.5290 4.0740 1.7451 0.608
H 1.7912 2.4739 5.9625 0.530
C 2.3360 -1.3629 -4.7669 -1.182
N 3.0484 -0.7682 -3.6513 0.159
C 4.4285 -0.3619 -3.9032 -0.693
C 4.7685 0.4248 -2.6511 -0.639
N 3.4659 0.9495 -2.2881 0.038
C 3.2948 1.6704 -1.0524 -0.908
C 2.4773 0.1058 -2.7446 -0.058
N 1.2769 0.2118 -2.2961 -0.063
C 0.2025 -0.6909 -2.6130 -1.664
C 0.0532 -1.8043 -1.5733 -0.233
N -0.4265 -1.3500 -0.2598 0.335
C -0.7173 -2.2706 0.6192 -0.273
N -1.2061 -1.9642 1.8743 0.254
C -0.9174 -0.7217 2.5406 -0.951
C -1.1670 -3.1388 2.7291 -0.670
C -1.2366 -4.2546 1.7144 -0.733
N -0.6256 -3.6405 0.5396 0.050
C -0.4814 -4.5329 -0.5998 -0.913
H 3.0720 -1.6865 -5.5007 0.441
H 1.6668 -0.6503 -5.2567 0.403
H 1.7699 -2.2447 -4.4665 0.299
H 4.4879 0.2728 -4.7956 0.377
H 5.0663 -1.2332 -4.0461 0.403
H 5.4802 1.2279 -2.8377 0.367
H 5.1703 -0.2292 -1.8661 0.328
H 4.2073 2.2248 -0.8403 0.392
H 3.0879 1.0022 -0.2111 0.328
H 2.4809 2.3900 -1.1456 0.197
H 0.2701 -1.1723 -3.5887 0.393
H -0.7400 -0.1229 -2.6553 0.113
H 1.0369 -2.2752 -1.4814 0.526
H -0.6426 -2.5346 -1.9931 0.615
H -1.1935 0.1348 1.9360 -0.459
H 0.1375 -0.6438 2.8286 0.583
H -1.5249 -0.6615 3.4439 0.453
H -2.0061 -3.1377 3.4237 0.366
H -0.2335 -3.1710 3.3051 0.335
H -2.2700 -4.5523 1.5033 0.344
H -0.6739 -5.1384 2.0122 0.428
H -0.2755 -5.5231 -0.1966 0.311
H 0.3541 -4.2633 -1.2322 0.351
H -1.3934 -4.5999 -1.1988 0.334
```

Values from the calculation:
Electronic energy ... -1889.4453 Eh
Maximum force ... 0.2 eV Å⁻¹
Energy above the lowest of the compared OMol25 structures with the same formula, charge and spin ... 0.329 eV
Total charge ... +1
Orbital gap ... 7.615 eV
2S+1 ... 1
Highest occupied orbital energy ... -10.06 eV


# 4
The following is a quantum chemistry calculation of the ion C4H8N with charge +1 in a non-equilibrium geometry, from the Open Molecules 2025 dataset.

Structure (XYZ):
```
13
Properties=species:S:1:pos:R:3:mulliken_charge:R:1
C 0.3350 1.3140 1.9115 -0.971
C 0.4458 0.9370 0.3939 -0.259
C -0.4158 0.2007 -0.3730 0.085
N 0.0476 -0.7225 -1.4199 -0.116
C -0.6474 -1.7695 -1.8662 -0.168
H 0.6755 0.6867 2.7475 0.309
H 0.9127 2.2460 2.0506 0.304
H -0.7606 1.4063 2.2122 0.297
H 1.4506 1.0565 0.0139 0.298
H -1.5683 0.0581 -0.2891 0.288
H 1.1098 -0.9651 -1.4591 0.351
H -0.1107 -2.3096 -2.6648 0.302
H -1.4742 -2.1387 -1.2575 0.281
```

Values from the calculation:
Electronic energy ... -211.6032 Eh
Maximum force ... 3.1 eV Å⁻¹
Energy above the lowest of the compared OMol25 structures with the same formula, charge and spin ... 1.847 eV
Total charge ... +1
Orbital gap ... 8.207 eV
2S+1 ... 1
Highest occupied orbital energy ... -14.27 eV


# 5
The following is a quantum chemistry calculation of a cluster of 5 separate species, C4H21N3O4 in total in a non-equilibrium geometry, from the Open Molecules 2025 dataset.

Structure (XYZ):
```
32
Properties=species:S:1:pos:R:3:mulliken_spin:R:1
C -0.0378 1.1349 -0.6810 -0.014
N -0.9927 0.6151 0.3343 0.724
C -2.2025 -0.0646 -0.1331 -0.044
N -1.9617 -1.3523 -0.7558 0.268
C 1.4474 0.7612 -0.6778 0.012
C 1.4754 -0.5539 0.1693 0.001
N 1.9371 0.4172 -2.0289 0.023
H -0.1466 2.2709 -0.6753 0.059
H -0.2876 0.7537 -1.7441 0.023
H -0.5377 0.0915 1.0598 -0.030
H -2.7269 0.7759 -0.6980 0.003
H -2.6967 -0.2787 0.8602 -0.004
H -1.6920 -1.4147 -1.6281 -0.013
H -1.4966 -2.0036 -0.1803 -0.013
H 2.0051 1.5805 -0.2950 -0.003
H 2.3961 -1.1343 0.2389 0.001
H 1.1849 -0.4435 1.1706 0.005
H 0.7171 -1.3275 -0.2792 -0.002
H 2.2217 -0.5600 -2.2118 0.000
H 2.7854 0.9704 -2.2648 0.000
H 0.6783 3.6922 1.9959 0.000
H 0.0095 2.3458 1.9240 -0.001
O 0.5928 2.8772 2.4056 0.002
H 0.3785 -0.6014 3.6992 0.000
H 0.1378 0.8095 3.3663 0.000
O -0.2164 -0.0980 3.1526 0.001
H 0.5759 0.4192 -3.4974 0.001
H -0.2434 -0.5545 -4.5562 0.000
O 0.0791 0.3337 -4.2690 0.001
H -1.7578 -3.6368 1.8921 0.000
H -0.8745 -2.4314 2.3369 0.000
O -0.7511 -3.3936 1.9702 0.000
```

Values from the calculation:
Electronic energy ... -629.8440 Eh
Maximum force ... 5.9 eV Å⁻¹
Energy above the lowest of the compared OMol25 structures with the same formula, charge and spin ... 2.340 eV
Total charge ... +1
Orbital gap (spin up / spin down) ... 10.929 / 5.849 eV
2S+1 ... 2
Highest occupied orbital energy (spin up / spin down) ... -13.74 / -13.63 eV


# 6
The following is a quantum chemistry calculation of a cluster of 4 separate species, C34H87ClN2O7SSi6 in total in a non-equilibrium geometry, from the Open Molecules 2025 dataset.

Structure (XYZ):
```
138
Properties=species:S:1:pos:R:3:mulliken_charge:R:1
C 4.3894 6.6520 0.7788 -0.794
C 4.5988 5.3419 0.6335 -0.235
C 3.5064 4.3144 0.7463 -1.537
C 3.6471 3.2542 1.8772 1.332
Cl 4.6930 4.0196 3.1525 -0.189
O 2.4340 3.0510 2.5476 -0.446
C 1.4363 2.1237 2.1131 1.097
C 0.2123 2.5604 2.9191 -1.924
C 1.1181 2.1992 0.6122 -1.326
C -0.3226 1.8468 0.1998 0.414
C -0.3507 1.4880 -1.2784 -0.557
N -0.0520 2.6756 -2.1077 -0.686
O 1.7790 0.8303 2.6047 -0.408
C 1.5455 -0.2928 1.7974 0.508
C 1.9700 -1.5928 2.5309 0.290
C 2.5170 -2.6016 1.5323 -1.442
O 2.8411 -1.3610 3.6144 -0.568
C 4.3718 1.9684 1.4011 0.341
S 5.0206 0.9646 2.7863 -0.313
N 5.4725 2.3031 0.5139 -0.031
C 6.0487 1.1249 -0.1537 -0.656
C 6.9990 1.5794 -1.2649 -0.102
C 8.4995 1.5210 -0.8944 -0.615
O 8.7782 1.7325 0.4794 -0.522
H 5.1909 7.2910 1.1329 0.267
H 3.4498 7.1293 0.5216 0.288
H 5.5940 4.9837 0.3905 0.349
H 3.3288 3.7892 -0.2006 0.295
H 2.5820 4.8521 0.9700 0.666
H 0.5686 2.8002 3.9218 0.482
H -0.5076 1.7490 2.9999 0.265
H -0.2332 3.4703 2.5157 0.375
H 1.8087 1.6396 -0.0202 0.324
H 1.2445 3.2466 0.3395 0.789
H -0.9682 2.7119 0.3583 0.494
H -0.7223 1.0144 0.7780 -0.528
H 0.3879 0.6990 -1.4808 0.341
H -1.3194 1.0835 -1.5776 0.279
H -0.4285 2.5282 -3.0368 0.264
H 0.9495 2.7276 -2.2584 0.215
H 0.4841 -0.4236 1.5549 -0.211
H 2.0929 -0.2454 0.8455 0.048
H 1.0707 -2.0236 2.9815 0.321
H 2.3981 -3.6230 1.8954 0.390
H 3.5689 -2.4089 1.3049 0.368
H 1.9629 -2.5394 0.5907 0.360
H 3.7445 -1.5453 3.3461 0.314
H 3.6749 1.2758 0.9205 -0.679
H 6.2320 1.5354 2.7892 0.178
H 5.1269 2.8776 -0.2455 0.300
H 6.6036 0.5379 0.5723 0.403
H 5.2322 0.5396 -0.6010 0.246
H 6.7761 2.5856 -1.6257 0.377
H 6.8593 0.9043 -2.1149 -0.093
H 8.9266 0.5769 -1.2481 0.209
H 9.0112 2.3254 -1.4244 0.348
H 8.6928 0.8960 0.9413 0.331
O -4.0202 -3.1748 -0.4521 -0.400
Si -4.1843 -1.5970 -0.0192 0.086
C -5.7427 -1.3543 0.9835 -0.267
C -4.2740 -0.5121 -1.5406 -1.029
C -2.7229 -1.0636 1.0058 -0.827
Si -4.8167 -4.3411 -1.3012 0.399
C -3.8404 -5.9269 -1.2686 -1.045
C -5.0396 -3.8049 -3.0790 -1.014
C -6.5001 -4.6484 -0.5482 -1.027
H -6.6357 -1.5304 0.3800 0.331
H -5.7888 -0.3322 1.3639 -0.375
H -5.7684 -2.0367 1.8360 0.346
H -3.4216 -0.6915 -2.2001 0.292
H -4.2692 0.5426 -1.2552 0.442
H -5.1852 -0.7012 -2.1115 0.350
H -1.7931 -1.1653 0.4401 0.116
H -2.6331 -1.6569 1.9180 0.444
H -2.8364 -0.0155 1.2925 0.314
H -2.8538 -5.7987 -1.7177 0.285
H -4.3729 -6.6937 -1.8352 0.301
H -3.7044 -6.2928 -0.2492 0.289
H -5.7053 -2.9427 -3.1549 0.297
H -5.4733 -4.6163 -3.6672 0.388
H -4.0828 -3.5323 -3.5295 0.282
H -7.1485 -3.7761 -0.6529 0.305
H -6.4163 -4.8789 0.5160 0.288
H -6.9884 -5.4913 -1.0417 0.377
O -8.4814 2.5363 4.9457 -0.486
Si -7.9535 1.5392 3.7481 0.505
C -9.3933 0.9423 2.7147 -0.995
C -7.0844 0.0555 4.4820 -0.610
C -6.7656 2.4555 2.6407 -0.871
Si -9.4843 2.5211 6.2518 0.427
C -9.4710 4.1889 7.0811 -1.036
C -8.9225 1.2298 7.4823 -1.008
C -11.2319 2.1239 5.7169 -1.008
H -10.0557 0.2934 3.2911 0.298
H -9.0305 0.3740 1.8551 0.388
H -9.9840 1.7820 2.3421 0.287
H -6.2911 0.3653 5.1660 0.293
H -6.6372 -0.5508 3.6921 0.059
H -7.7797 -0.5765 5.0383 0.281
H -5.8921 2.8036 3.1957 0.287
H -7.2394 3.3243 2.1798 0.340
H -6.4202 1.7961 1.8422 0.119
H -8.4708 4.4545 7.4284 0.287
H -10.1361 4.1704 7.9471 0.300
H -9.8157 4.9747 6.4064 0.284
H -9.0259 0.2213 7.0769 0.294
H -9.5222 1.2885 8.3931 0.383
H -7.8753 1.3775 7.7547 0.284
H -11.3081 1.1052 5.3312 0.291
H -11.5649 2.8062 4.9319 0.280
H -11.9177 2.2159 6.5617 0.383
O 7.3517 -2.3049 -5.8896 -0.354
Si 6.9922 -2.8164 -4.3689 0.355
C 6.6474 -4.6537 -4.3663 -1.007
C 5.4797 -1.9161 -3.7286 -1.039
C 8.4140 -2.4776 -3.2124 -0.918
Si 6.6814 -2.2394 -7.3933 0.418
C 7.8725 -1.4463 -8.5847 -1.026
C 5.1061 -1.2312 -7.3522 -1.012
C 6.2780 -3.9632 -7.9944 -1.010
H 5.7392 -4.8902 -4.9243 0.297
H 6.5161 -5.0135 -3.3435 0.374
H 7.4737 -5.2075 -4.8168 0.278
H 5.6170 -0.8346 -3.8044 0.283
H 5.3021 -2.1687 -2.6806 0.370
H 4.5873 -2.1851 -4.2972 0.377
H 8.6374 -1.4096 -3.1580 0.141
H 9.3212 -2.9940 -3.5311 0.364
H 8.1609 -2.8241 -2.2079 0.309
H 8.1218 -0.4273 -8.2828 0.281
H 7.4201 -1.4037 -9.5778 0.299
H 8.8014 -2.0146 -8.6603 0.288
H 4.3343 -1.7222 -6.7558 0.291
H 4.7152 -1.0986 -8.3632 0.389
H 5.2847 -0.2423 -6.9243 0.279
H 5.4929 -4.4224 -7.3902 0.297
H 7.1576 -4.6086 -7.9489 0.284
H 5.9312 -3.9326 -9.0295 0.382
```

Values from the calculation:
Electronic energy ... -4579.5874 Eh
Maximum force ... 1.1 eV Å⁻¹
Total charge ... 0
Orbital gap ... 8.769 eV
2S+1 ... 1
Highest occupied orbital energy ... -8.66 eV